(1)
Formula: C60H108F12O19
Source: the Open Molecules 2025 dataset
Level of theory: the ωB97M-V functional and the def2-TZVPD basis

The geometry in XYZ format:
```
199
Properties=species:S:1:pos:R:3:lowdin_charge:R:1
F 1.75 8.78 -2.10 0.1767
F 0.01 -4.52 3.37 0.1661
F 0.43 7.24 -2.81 0.1336
F 1.50 -3.15 2.59 0.1627
F -2.87 0.72 0.82 0.2197
F -3.88 -1.91 -4.11 0.1673
F -3.42 -3.47 -2.62 0.1602
F 0.20 7.93 -0.83 0.1829
F -0.60 -2.89 2.02 0.1395
F -4.73 -1.83 -2.03 0.1429
F -2.46 -1.34 1.11 0.1222
F -2.83 -0.55 -0.92 0.1451
O -3.30 5.47 0.85 -0.1516
O -5.68 1.68 -2.53 -0.1549
O 6.37 -0.80 -4.13 -0.1466
O 6.12 3.61 0.31 -0.1427
O -0.37 0.71 -0.84 0.1280
O 0.87 -4.23 0.00 0.1284
O 0.05 -0.31 1.12 0.0102
O 0.21 -6.04 1.19 0.0108
O -5.56 -4.55 -4.01 0.1612
O 7.58 -3.99 1.64 -0.1290
O -2.03 0.67 4.83 -0.1288
O 1.66 -1.78 -4.12 -0.1494
O 1.36 2.63 2.73 -0.1799
O 3.12 6.92 -0.60 0.1860
O 1.72 5.30 -1.46 -0.0231
O 5.52 -1.54 4.93 -0.1493
O -6.28 -2.57 3.26 -0.1377
O -6.83 -2.91 -3.00 -0.0499
O -1.10 1.68 -4.19 -0.1408
C -5.43 -1.64 2.58 -0.1666
C -5.99 -1.43 1.13 -0.1798
C -4.35 -2.61 -3.05 -0.4957
C -0.86 3.04 -4.29 -0.2239
C -1.11 0.03 4.05 -0.2392
C 5.14 -1.22 -2.09 -0.1418
C 3.81 0.12 4.95 -0.1590
C 5.65 1.40 0.87 -0.1802
C -2.13 3.72 -4.84 -0.1320
C 6.71 -2.85 1.60 -0.1827
C -1.14 -0.92 6.31 -0.1573
C 2.13 6.63 -1.17 -0.3161
C -6.77 1.59 -3.49 -0.1706
C -8.07 -3.60 -3.26 -0.2100
C -2.11 5.10 -1.06 -0.1573
C -7.47 -2.70 2.51 -0.1936
C -6.17 1.30 -1.19 -0.1635
C 6.09 -2.40 -2.43 -0.1421
C -0.19 -2.66 -2.85 -0.1441
C 0.05 -8.30 0.57 -0.0664
C 5.98 2.14 2.16 -0.1552
C 0.47 4.77 2.87 -0.1725
C -3.04 2.53 -5.01 -0.1655
C 5.34 -3.44 1.26 -0.1699
C -7.92 1.01 -2.69 -0.1968
C 4.45 -0.98 4.11 -0.1843
C 2.41 3.55 2.54 -0.1977
C 0.55 -4.73 1.07 -0.3091
C 6.20 2.28 -0.23 -0.1955
C 0.10 3.28 3.03 -0.1392
C -5.61 -3.49 -3.45 -0.2843
C 5.01 0.61 5.74 -0.1704
C -0.76 0.07 0.12 -0.3279
C 1.33 -2.80 -3.18 -0.1787
C 5.79 -0.68 6.07 -0.1781
C 1.12 7.67 -1.72 -0.5455
C 6.81 -2.08 -3.76 -0.1971
C 1.43 0.09 1.09 -0.1576
C -0.52 -1.11 4.92 -0.1340
C -0.60 -1.50 -3.74 -0.1734
C 5.09 -0.59 -3.49 -0.1943
C -2.52 1.44 -4.11 -0.1702
C 0.37 -3.80 2.30 -0.5124
C 1.71 4.81 1.98 -0.1378
C 1.91 2.86 -1.37 -0.0377
C -8.40 -3.44 -4.73 -0.0652
C 6.50 3.51 1.68 -0.1802
C 2.62 4.19 -1.27 -0.2304
C -2.78 3.78 -0.68 -0.1684
C -3.29 4.02 0.68 -0.1875
C -2.94 6.15 -0.34 -0.1827
C 6.86 -5.17 1.21 -0.1978
C 5.45 -4.91 1.60 -0.1813
C -2.26 -0.27 0.28 -0.5376
C -7.35 0.39 -1.49 -0.2049
C 0.29 -6.90 0.05 -0.1996
C 0.68 -0.76 -4.01 -0.2047
C -2.44 -0.21 5.93 -0.1533
C 2.27 -0.77 0.09 -0.0254
C -7.03 -2.47 1.05 -0.1823
H -8.51 -2.37 -4.95 0.0770
H 4.21 -1.54 -1.61 0.0801
H 7.89 -1.94 -3.69 0.1175
H -0.40 -6.61 -0.74 0.1321
H -7.05 -0.63 -1.72 0.0944
H 4.92 -0.57 3.21 0.0996
H 4.26 -1.01 -4.05 0.1055
H -8.83 -3.16 -2.62 0.1228
H 6.68 -2.46 2.62 0.1049
H 5.38 -4.98 2.68 0.1195
H -4.10 2.72 -4.84 0.1042
H 5.90 4.23 2.25 0.1132
H 1.96 -2.64 -2.30 0.0846
H -2.88 0.38 6.73 0.1145
H -3.59 3.65 -1.40 0.1115
H 1.32 -6.79 -0.30 0.1267
H 1.32 4.70 0.96 0.0872
H -0.94 -8.55 0.96 0.0771
H -8.36 0.23 -3.31 0.1037
H 3.08 -0.33 5.62 0.1111
H 4.75 -5.65 1.21 0.1172
H -1.14 -1.90 -4.60 0.1181
H 6.77 -2.52 -1.59 0.0945
H -9.37 -3.90 -4.93 0.0810
H -5.35 -1.53 0.25 0.0895
H 4.85 1.09 6.70 0.1096
H -4.34 3.76 0.79 0.1132
H 4.50 -2.98 1.77 0.0900
H 3.28 4.31 -0.41 0.1065
H -0.36 5.42 2.60 0.1128
H 6.88 -0.57 6.11 0.1153
H 6.99 -2.03 0.93 0.1022
H 7.31 -6.10 1.56 0.1225
H 3.67 -1.69 3.83 0.1040
H -1.86 4.23 -5.77 0.1107
H 4.59 1.33 0.64 0.0866
H -6.32 -0.40 1.15 0.1000
H 4.85 0.47 -3.58 0.1150
H -5.34 -0.72 3.15 0.1159
H 6.72 1.61 2.77 0.1057
H -4.41 -2.04 2.49 0.0987
H -1.33 -0.91 -3.19 0.0813
H 1.45 2.76 -2.35 0.0770
H 2.40 -1.82 0.36 0.0606
H -0.57 3.15 2.17 0.1115
H -7.78 -2.28 0.29 0.1071
H -5.43 0.80 -0.58 0.0925
H 3.28 -0.36 0.03 0.0478
H -6.60 2.16 -0.67 0.1209
H -8.72 1.73 -2.54 0.1186
H 1.62 -3.76 -3.61 0.1154
H 5.48 -1.00 7.06 0.1082
H -6.97 2.60 -3.86 0.1151
H 1.39 1.15 0.85 0.0857
H 6.90 -5.25 0.12 0.1129
H -8.10 -1.90 2.90 0.1197
H -0.32 -2.49 -1.78 0.0907
H 1.17 2.79 -0.58 0.0614
H -8.00 0.39 -0.62 0.1216
H -0.61 3.47 -3.32 0.0919
H 0.10 -9.01 -0.25 0.0803
H -0.48 -0.37 6.98 0.1096
H -2.15 2.89 -0.75 0.0991
H 1.84 -0.78 -0.91 0.0623
H 6.12 0.42 0.91 0.0994
H -0.65 -3.60 -3.15 0.1016
H 3.35 0.84 4.28 0.0987
H -1.41 -1.84 6.83 0.1095
H -3.27 -0.88 5.67 0.1133
H 1.05 -0.05 -3.27 0.1103
H -0.16 3.09 4.07 0.1273
H -6.63 0.92 -4.34 0.1124
H -0.35 0.77 3.78 0.0980
H -0.79 -2.08 4.49 0.0927
H -2.37 7.06 -0.15 0.1123
H -7.68 -3.93 -5.38 0.0788
H 5.59 -0.48 -1.43 0.0870
H 2.70 2.12 -1.23 0.0782
H 5.57 2.23 -1.11 0.1108
H -2.90 1.47 -3.09 0.1057
H -2.98 2.25 -6.06 0.1153
H 0.56 -1.05 5.05 0.0953
H -2.05 5.24 -2.14 0.0931
H 5.69 1.23 5.16 0.0972
H 3.17 3.19 1.85 0.1024
H 2.20 5.78 2.06 0.1211
H -3.88 6.33 -0.86 0.1187
H 2.90 3.83 3.47 0.1214
H 0.06 3.26 -4.84 0.1205
H 6.56 -2.67 -4.64 0.1174
H 3.33 4.22 -2.09 0.1274
H 5.46 -3.28 -2.57 0.1074
H -2.77 3.52 1.50 0.1020
H 5.09 -3.33 0.20 0.0941
H -6.56 -3.39 0.70 0.1192
H -7.92 -3.67 2.67 0.1203
H -1.56 -0.43 3.17 0.0928
H -2.50 4.41 -4.07 0.0889
H 5.11 2.10 2.82 0.0808
H 7.22 2.06 -0.54 0.1240
H 7.56 3.76 1.76 0.1208
H -1.09 5.16 -0.67 0.0991
H 0.75 5.19 3.84 0.1071
H -7.96 -4.66 -3.03 0.1215
H 0.54 -0.18 -4.92 0.1165
H -2.77 0.43 -4.43 0.1043
H 0.69 -8.58 1.41 0.0823
H 1.86 0.14 2.08 0.1134
```

As for the energy: -135477.0867 eV. The calculation puts the LUMO energy at 0.376 eV. The value obtained for the energy relative to the best compared isomer or geometry (same formula, charge and spin) is 0.0000 eV. The largest force on an atom comes out at 3.400 eV/Å. As for the spin multiplicity: 1. As for the charge: 0.

---

(2)
Formula: C10H40FN2O16S2
Source: the Open Molecules 2025 dataset
Level of theory: the ωB97M-V functional and the def2-TZVPD basis

The geometry in XYZ format:
```
71
Properties=species:S:1:pos:R:3:lowdin_charge:R:1
S 3.21 -0.15 -0.11 0.4857
S 0.56 -0.28 -0.42 0.4834
F -0.38 0.96 -0.71 -0.1694
O 8.90 0.71 -2.62 -0.1361
O 4.27 0.45 -1.26 -0.2435
O -2.95 1.38 -1.67 -0.1255
O -4.09 -1.55 6.55 -0.1297
O 0.43 -0.48 1.00 -0.3083
O 0.10 -1.36 -1.22 -0.2754
O 1.66 -0.43 -7.63 -0.1279
O -1.06 1.67 2.82 -0.1329
O 6.36 0.11 -1.48 0.0423
O 2.01 -0.52 -3.90 -0.1211
O -7.70 -1.78 2.31 -0.1306
O 8.20 -3.20 -4.22 -0.1374
O 3.50 0.56 1.10 -0.2910
O -4.85 0.77 3.74 -0.1336
O 3.43 -1.56 -0.10 -0.2855
O -1.94 4.32 3.92 -0.1254
N 1.93 0.32 -0.89 -0.2952
N 5.59 0.56 -0.72 0.0001
C -5.07 -2.42 7.09 -0.1663
C -5.09 -0.64 3.71 -0.1583
C -3.41 2.46 -0.88 -0.1640
C -8.98 -1.19 2.50 -0.1567
C 9.91 -0.26 -2.41 -0.1619
C -3.24 4.84 4.17 -0.1721
C 7.23 -2.16 -4.34 -0.1523
C 2.82 0.48 -4.49 -0.1643
C -1.18 1.02 4.08 -0.1454
C 1.67 -1.85 -7.62 -0.1609
H -3.68 1.06 -2.21 0.0718
H 10.77 -0.01 -3.04 0.0743
H 7.67 -1.37 -4.95 0.0808
H -4.17 0.96 3.09 0.0629
H -8.84 -0.37 3.21 0.0786
H -3.69 5.26 3.27 0.0717
H -1.83 0.14 4.00 0.0702
H 10.24 -0.27 -1.36 0.0750
H 6.32 -2.51 -4.82 0.0753
H -2.03 3.61 3.27 0.0445
H 7.81 -3.89 -3.67 0.0713
H 2.24 -0.13 -8.33 0.0737
H -5.24 -2.24 8.16 0.0725
H 2.68 -2.24 -7.42 0.0776
H -0.21 0.70 4.47 0.0840
H -4.19 -1.18 3.97 0.0696
H 1.31 -2.27 -8.57 0.0716
H 3.39 0.08 -5.34 0.0631
H -3.76 3.29 -1.49 0.0711
H 6.98 -1.74 -3.36 0.0631
H -0.66 1.04 2.20 0.0449
H -5.87 -0.85 4.44 0.0648
H 2.22 1.33 -4.83 0.0778
H -7.80 -2.51 1.68 0.0780
H 1.01 -2.18 -6.82 0.0764
H -6.03 -2.33 6.56 0.0694
H 9.56 -1.26 -2.68 0.0629
H -3.91 4.07 4.58 0.0722
H -9.69 -1.90 2.92 0.0730
H 3.52 0.82 -3.73 0.0598
H -4.42 -0.65 6.65 0.0773
H -5.44 -0.95 2.73 0.0632
H -9.37 -0.78 1.57 0.0747
H 8.15 0.46 -2.07 0.0161
H -1.62 1.73 4.77 0.0703
H -4.22 2.15 -0.20 0.0706
H 1.38 -0.82 -4.57 0.0611
H -2.57 2.79 -0.27 0.0751
H -3.13 5.63 4.91 0.0714
H -4.70 -3.44 6.97 0.0775
```

As for the energy: -71141.0280 eV. The calculation puts the LUMO energy at 2.014 eV. The value obtained for the energy relative to the best compared isomer or geometry (same formula, charge and spin) is 0.0000 eV. The largest force on an atom comes out at 1.012 eV/Å. As for the spin multiplicity: 1. As for the charge: -1.

---

(3)
Formula: C2H6BrClSi
Source: the Open Molecules 2025 dataset
Level of theory: the ωB97M-V functional and the def2-TZVPD basis

The geometry in XYZ format:
```
11
Properties=species:S:1:pos:R:3:lowdin_charge:R:1
Br 2.82 -0.22 -0.25 0.6136
Cl -1.35 -2.01 0.33 0.2290
Si -1.27 -0.57 -1.09 0.0941
C 2.02 0.01 1.38 -0.5556
C -1.06 1.04 -0.23 -0.1669
H -0.70 1.93 -0.74 -0.0119
H -2.52 -0.64 -1.84 -0.0722
H 1.92 1.00 1.76 -0.0214
H -1.30 1.19 0.81 -0.0093
H 1.57 -0.85 1.84 -0.0260
H -0.14 -0.89 -1.96 -0.0734
```

As for the energy: -92611.3370 eV. The calculation puts the LUMO energy (spin up / spin down) at -0.118 / -0.778 eV. The value obtained for the energy relative to the best compared isomer or geometry (same formula, charge and spin) is 5.1047 eV. The largest force on an atom comes out at 0.766 eV/Å. As for the spin multiplicity: 1. As for the charge: 0.